1.
{
  "formula": "C25H47B2Br2O18",
  "method": "wB97M-V/def2-TZVPD",
  "total_charge": -1,
  "homo_ev": -5.42,
  "homo_lumo_gap_ev": 7.4,
  "lumo_ev": 2.01,
  "elements": ["C", "C", "B", "O", "B", "O", "O", "C", "Br", "C", "C", "Br", "H", "H", "H", "H", "H", "H", "H", "C", "C", "O", "C", "O", "O", "C", "H", "H", "H", "H", "H", "H", "H", "H", "C", "C", "O", "C", "O", "O", "C", "H", "H", "H", "H", "H", "H", "H", "H", "C", "C", "O", "C", "O", "O", "C", "H", "H", "H", "H", "H", "H", "H", "H", "C", "C", "O", "C", "O", "O", "C", "H", "H", "H", "H", "H", "H", "H", "H", "C", "C", "O", "C", "O", "O", "C", "H", "H", "H", "H", "H", "H", "H", "H"],
  "coordinates": [[4.39321, 2.85826, 1.40988], [4.45981, 1.70625, 1.76488], [4.49046, 0.09589, 1.84662], [5.42243, -0.48211, 0.81215], [6.68192, -0.57847, 1.20839], [7.13588, -1.45089, 2.22249], [7.66491, 0.12438, 0.52506], [2.98619, -0.55318, 1.73854], [2.42682, -1.66637, 3.24207], [2.11754, -0.41418, 0.77922], [0.74889, -0.98079, 0.67775], [2.57530, 0.60979, -0.77448], [4.40596, 3.84202, 1.07454], [4.92941, -0.18548, 2.95392], [7.43936, -0.95442, 2.97774], [8.50830, -0.08728, 0.92496], [0.33994, -1.22288, 1.64070], [0.72209, -1.80189, -0.02529], [0.13214, -0.19208, 0.26136], [-2.06687, 6.30989, 1.00652], [-0.83832, 5.51985, 1.40894], [-0.86069, 4.20249, 0.85558], [-0.47052, 4.11338, -0.41922], [-0.10586, 5.03034, -1.10939], [-0.55478, 2.84217, -0.78348], [-0.20587, 2.58344, -2.14671], [-2.97414, 5.75982, 1.26276], [-2.08450, 7.27429, 1.51512], [-2.08138, 6.48631, -0.06873], [-0.81525, 5.38450, 2.48891], [0.07807, 6.03350, 1.12124], [0.77121, 2.99165, -2.39073], [-0.96909, 2.99230, -2.80962], [-0.17230, 1.50501, -2.26286], [-4.89342, -5.24577, 1.65055], [-3.54652, -4.71560, 2.09596], [-3.26454, -3.44349, 1.50421], [-3.84223, -2.39863, 2.09364], [-4.55409, -2.43501, 3.06401], [-3.49313, -1.30524, 1.42246], [-4.06389, -0.09414, 1.91569], [-4.95382, -5.26374, 0.56158], [-5.04917, -6.25629, 2.02910], [-5.70175, -4.61230, 2.01510], [-2.75130, -5.37789, 1.75911], [-3.48260, -4.64814, 3.18127], [-3.87602, 0.02530, 2.98045], [-5.13434, -0.07538, 1.71372], [-3.58872, 0.72335, 1.38078], [2.57319, -0.55949, -6.86466], [1.67517, 0.65218, -6.73061], [1.93526, 1.36114, -5.51513], [2.98881, 2.17745, -5.54342], [3.70158, 2.38165, -6.49215], [3.11112, 2.72623, -4.34038], [4.23601, 3.59438, -4.19009], [2.49303, -1.19160, -5.97992], [2.29620, -1.14378, -7.74273], [3.61664, -0.26218, -6.96288], [0.63294, 0.34239, -6.67218], [1.77466, 1.32076, -7.58559], [4.25016, 4.35352, -4.96937], [5.15914, 3.01802, -4.20500], [4.13070, 4.07408, -3.22165], [-10.33495, 3.50545, 0.23722], [-9.63919, 2.36197, 0.94495], [-8.24936, 2.30400, 0.60329], [-7.46533, 3.15695, 1.26187], [-7.81876, 3.93615, 2.10722], [-6.22012, 2.99387, 0.82086], [-5.27084, 3.88668, 1.41051], [-10.16694, 3.44547, -0.83874], [-11.40767, 3.47561, 0.42880], [-9.95048, 4.46638, 0.57772], [-10.05951, 1.41024, 0.62492], [-9.75825, 2.42944, 2.02570], [-5.31910, 3.84873, 2.49636], [-5.44516, 4.90310, 1.06083], [-4.28290, 3.56556, 1.09161], [5.04600, -3.94564, 1.13098], [6.17397, -4.94071, 1.26536], [5.77748, -6.10801, 2.02153], [5.10625, -7.02948, 1.35332], [4.82561, -7.01767, 0.18315], [4.79795, -8.01813, 2.20736], [4.03253, -9.06737, 1.62454], [4.64251, -3.69141, 2.11060], [5.38805, -3.03479, 0.65142], [4.22799, -4.35804, 0.53763], [6.99271, -4.49395, 1.82599], [6.56320, -5.24433, 0.29330], [4.51176, -9.45085, 0.72587], [3.02724, -8.71794, 1.39175], [3.97298, -9.86102, 2.36514]],
  "atomic_forces_ev_per_a": [[0.2, -0.7, 0.5], [-0.3, -0.6, -0.8], [0.2, -0.2, 1.0], [-0.8, 0.3, 0.0], [0.4, -0.1, -0.4], [-0.1, -0.1, 0.0], [0.1, 0.2, 0.0], [1.4, 0.3, 0.8], [0.2, 0.2, -0.2], [-0.9, -0.3, -0.6], [-0.2, 0.9, -0.5], [0.1, -0.1, -0.1], [-0.1, 1.0, -0.2], [-0.1, 0.0, 0.1], [0.1, 0.0, 0.4], [0.3, 0.0, -0.1], [0.0, -0.4, 0.3], [-0.1, -0.4, 0.0], [-0.4, 0.1, -0.2], [-0.1, -0.1, -0.2], [0.0, 0.3, 0.2], [0.0, 0.0, 0.1], [0.1, -0.2, 0.0], [0.0, 0.1, 0.0], [-0.1, 0.0, 0.0], [0.0, -0.2, -0.3], [0.0, 0.0, 0.1], [0.0, 0.0, 0.0], [0.1, 0.0, 0.0], [0.0, -0.2, 0.0], [0.0, -0.1, -0.1], [0.0, 0.1, 0.0], [0.1, 0.1, 0.0], [0.0, 0.0, 0.2], [-0.1, 0.2, -0.1], [-0.1, -0.4, 0.1], [0.1, 0.0, 0.0], [0.1, 0.0, -0.1], [-0.1, 0.0, 0.1], [0.1, 0.0, 0.0], [-0.1, 0.3, 0.0], [0.1, -0.1, 0.0], [0.0, 0.0, 0.0], [0.0, 0.0, 0.1], [0.1, 0.1, -0.1], [-0.1, 0.1, 0.0], [-0.1, -0.1, 0.0], [0.0, 0.0, 0.1], [0.1, -0.1, -0.1], [0.2, 0.0, 0.1], [-0.1, -0.3, -0.3], [-0.1, 0.1, 0.0], [0.0, -0.1, 0.1], [0.0, 0.0, -0.1], [-0.1, 0.1, 0.0], [0.2, 0.2, 0.2], [-0.1, 0.0, 0.0], [0.0, 0.0, 0.0], [0.0, 0.0, -0.1], [0.0, 0.1, 0.2], [0.1, 0.1, 0.1], [0.0, -0.1, -0.1], [0.0, 0.0, -0.1], [-0.1, -0.1, 0.0], [0.2, 0.2, -0.1], [-0.4, 0.0, 0.0], [0.0, -0.1, 0.0], [0.0, -0.1, -0.1], [0.0, 0.1, 0.1], [0.1, 0.0, 0.0], [0.3, 0.1, 0.0], [-0.1, -0.1, 0.0], [0.0, 0.0, 0.0], [0.0, 0.0, 0.1], [0.2, -0.1, -0.1], [0.1, 0.1, 0.0], [-0.1, 0.0, 0.0], [-0.1, 0.0, 0.1], [-0.1, -0.1, -0.1], [-0.4, -0.4, 0.1], [0.1, 0.5, -0.2], [0.1, -0.1, 0.0], [0.1, 0.2, 0.1], [-0.1, -0.1, -0.1], [0.0, -0.1, 0.0], [-0.1, -0.2, 0.0], [0.1, 0.1, 0.0], [0.1, 0.1, 0.0], [0.1, 0.0, -0.1], [0.0, -0.1, 0.2], [-0.1, -0.2, 0.0], [0.0, 0.1, -0.1], [0.0, 0.0, -0.1], [0.1, 0.1, 0.1]]
}


2.
{
  "formula": "C25H47BCl3GeN4O2P2Ti",
  "method": "wB97M-V/def2-TZVPD",
  "e_above_lowest_ev": 0.0000,
  "spin_multiplicity": 4,
  "homo_ev": [-6.83, -8.24],
  "homo_lumo_gap_ev": [7.2, 6.6],
  "lumo_ev": [0.41, -1.61],
  "elements": ["Ti", "C", "C", "C", "C", "P", "C", "N", "B", "N", "C", "P", "C", "C", "C", "C", "C", "C", "C", "C", "C", "C", "C", "C", "C", "C", "C", "C", "C", "C", "H", "H", "H", "H", "H", "H", "H", "H", "H", "H", "H", "H", "H", "H", "H", "H", "H", "H", "H", "H", "H", "H", "H", "H", "H", "H", "H", "H", "H", "H", "H", "H", "H", "H", "H", "H", "H", "H", "H", "H", "H", "H", "H", "H", "N", "N", "C", "O", "O", "H", "H", "H", "Cl", "Ge", "Cl", "Cl"],
  "coordinates": [[-0.31762, 0.33486, -1.53274], [-3.66622, -1.67752, -2.65234], [-2.91363, -2.78770, -1.90318], [-2.26770, -3.72210, -2.93005], [-3.94992, -3.58999, -1.09876], [-1.63698, -1.94970, -0.80409], [-2.66342, -1.49707, 0.65661], [-1.96752, -0.47338, 1.39209], [-0.89842, 0.38509, 0.97672], [-0.45129, 1.05458, 2.14882], [0.74397, 1.84417, 2.28869], [1.39912, 2.07610, 0.57436], [3.15692, 1.41313, 0.73823], [4.05153, 1.82044, -0.43670], [2.98131, -0.11068, 0.71524], [3.88494, 1.79848, 2.03333], [1.35052, 3.93832, 0.39780], [-0.12786, 4.31553, 0.57895], [2.18802, 4.69859, 1.42995], [1.80018, 4.35869, -1.00492], [-1.22901, 0.64418, 3.22725], [-1.16897, 0.99502, 4.56341], [-2.08222, 0.40271, 5.43085], [-3.01933, -0.51346, 4.96822], [-3.07605, -0.87380, 3.62460], [-2.16790, -0.28832, 2.75860], [-0.41261, -3.20809, -0.15318], [0.22859, -2.63354, 1.11694], [-0.98369, -4.58201, 0.20048], [0.69064, -3.35543, -1.20952], [-4.40983, -2.15317, -3.29742], [-3.00303, -1.07622, -3.27031], [-4.19419, -1.00785, -1.97275], [-3.05078, -4.06511, -3.61156], [-1.83119, -4.60799, -2.46763], [-1.50792, -3.21431, -3.52049], [-4.69352, -3.97176, -1.80347], [-4.48858, -2.97758, -0.37572], [-3.52481, -4.44494, -0.57943], [-2.83292, -2.36684, 1.29869], [-3.63584, -1.14294, 0.30579], [1.46273, 1.32329, 2.92506], [0.53104, 2.80382, 2.76710], [3.56845, 1.67208, -1.39957], [4.95050, 1.19810, -0.41544], [4.37383, 2.85745, -0.34955], [2.56406, -0.44417, -0.23699], [2.33635, -0.45768, 1.52717], [3.95728, -0.58720, 0.84066], [4.11738, 2.85924, 2.07489], [4.83388, 1.25544, 2.06745], [3.33627, 1.53338, 2.93655], [-0.46228, 4.20183, 1.61161], [-0.78862, 3.72028, -0.05428], [-0.25655, 5.36554, 0.30458], [2.03639, 4.34459, 2.45142], [1.90648, 5.75503, 1.40283], [3.25163, 4.64119, 1.20112], [1.22213, 3.87305, -1.78699], [2.84972, 4.14562, -1.18658], [1.65843, 5.43828, -1.10601], [-0.43739, 1.70625, 4.92491], [-2.06323, 0.66046, 6.48139], [-3.72096, -0.95450, 5.66383], [-3.81421, -1.58124, 3.27035], [-0.48085, -2.53975, 1.94103], [0.67869, -1.65503, 0.94089], [1.02704, -3.31015, 1.43455], [-1.78905, -4.51497, 0.93437], [-0.18752, -5.18540, 0.64566], [-1.35243, -5.12032, -0.67009], [1.16789, -2.39681, -1.43193], [0.32021, -3.75820, -2.15138], [1.46014, -4.03181, -0.82669], [2.89827, -0.57205, -3.75526], [2.49660, 0.70547, -4.17477], [1.57777, 1.37808, -3.42836], [0.97636, 2.34792, -3.92702], [1.38918, 0.97206, -2.21504], [3.82568, -0.75224, -4.11379], [2.23957, -1.26663, -4.09688], [2.38283, 0.87474, -5.16580], [-0.53651, -0.72773, -3.69403], [-1.02061, 2.67417, -2.85382], [-2.12929, 2.38373, -4.74337], [-2.66003, 1.37640, -1.36520]],
  "atomic_forces_ev_per_a": [[-0.4, 0.0, 0.1], [0.0, 0.0, 0.0], [-0.1, 0.0, 0.0], [0.0, 0.0, 0.0], [0.0, 0.0, 0.0], [-0.1, 0.0, 0.0], [0.0, 0.0, 0.0], [0.0, 0.0, 0.1], [-0.4, -0.3, 0.3], [0.1, 0.1, -0.1], [0.0, 0.1, 0.1], [0.0, -0.1, 0.0], [0.0, 0.0, 0.1], [-0.1, 0.0, 0.0], [0.0, 0.0, 0.0], [0.0, 0.0, 0.0], [0.0, 0.0, 0.0], [0.0, 0.0, 0.0], [0.0, 0.0, 0.0], [-0.1, 0.0, 0.0], [0.0, -0.1, 0.0], [0.0, 0.0, 0.0], [0.0, 0.0, 0.0], [0.0, 0.0, 0.0], [0.0, 0.0, 0.0], [0.0, 0.0, 0.0], [0.0, 0.0, 0.0], [0.0, 0.0, 0.0], [0.0, 0.0, 0.0], [0.0, 0.0, 0.0], [0.0, 0.0, 0.0], [0.0, 0.0, 0.0], [0.0, 0.0, 0.0], [0.0, 0.0, 0.0], [0.0, 0.1, -0.1], [0.0, 0.0, 0.0], [0.0, 0.0, 0.0], [0.0, 0.0, 0.0], [0.1, 0.0, 0.0], [0.0, 0.0, 0.0], [0.0, 0.0, 0.0], [-0.1, 0.0, 0.0], [0.0, 0.0, 0.0], [0.0, 0.0, 0.0], [0.0, 0.0, 0.0], [0.0, 0.1, 0.0], [0.0, 0.0, 0.0], [0.0, 0.0, 0.0], [0.0, 0.0, 0.0], [0.0, 0.1, 0.0], [0.0, 0.0, 0.0], [0.1, 0.0, 0.0], [0.0, 0.0, 0.0], [0.0, 0.0, 0.0], [0.0, 0.0, 0.0], [0.0, 0.0, 0.0], [0.0, 0.0, 0.0], [0.0, 0.0, 0.0], [0.0, 0.0, 0.0], [0.1, 0.0, 0.0], [0.0, 0.0, 0.0], [0.0, 0.0, 0.0], [0.0, 0.0, 0.0], [0.0, 0.0, 0.0], [0.0, 0.0, 0.0], [0.0, 0.0, 0.0], [0.0, 0.0, 0.0], [0.0, 0.0, 0.0], [0.0, 0.0, 0.0], [0.0, 0.0, 0.0], [0.0, 0.0, 0.1], [0.0, 0.0, 0.0], [0.0, 0.0, 0.0], [0.0, 0.0, 0.0], [0.0, 0.0, 0.0], [0.0, 0.1, -0.1], [0.0, -0.2, 0.2], [-0.1, 0.1, -0.1], [0.5, 0.1, -0.2], [0.0, 0.0, 0.0], [0.0, 0.0, 0.0], [0.0, 0.0, 0.0], [0.1, 0.0, 0.0], [0.1, 0.2, -0.4], [0.1, 0.0, 0.2], [0.1, -0.2, 0.1]]
}